ORCA calculation (ωB97M-V/def2-TZVPD) on a structure of composition C9H17N5PdSSe3Te in a non-equilibrium geometry.

Geometry as XYZ:
```
37
C9H17N5PdSSe3Te (ωB97M-V/def2-TZVPD)
Pd 0.7086 0.1133 -0.8306
Se 2.7813 1.6689 -1.5918
Se 1.3076 0.5721 -3.0398
Te 0.1086 -1.8671 -2.3686
Se -1.1812 -3.5063 -0.8462
N 5.1723 -0.8314 2.6915
C 4.2484 -1.5414 1.9183
C 3.1670 -0.8821 1.3151
N 2.2848 -1.5372 0.6021
C 2.4395 -2.8588 0.4658
C 3.4954 -3.4973 1.0794
N 4.4169 -2.8456 1.8074
H 5.2682 0.1419 2.4536
H 6.0412 -1.3226 2.8237
H 3.0239 0.1909 1.4120
H 1.6933 -3.3788 -0.1272
H 3.6212 -4.5702 0.9868
C -1.8088 3.8950 -0.2139
C -1.0896 2.8508 -1.0649
N -1.6968 1.5392 -0.9527
C -1.2465 0.5945 -0.0321
S -0.1449 1.0152 1.2816
N -2.1832 -0.4086 0.1787
C -3.2488 -0.6602 -0.7746
C -4.5658 0.0104 -0.3823
H -1.3103 4.8659 -0.2875
H -1.8006 3.5813 0.8312
H -2.8492 4.0210 -0.5323
H -0.0459 2.7770 -0.7603
H -1.0997 3.1395 -2.1197
H -2.7018 1.5801 -1.0374
H -1.7632 -1.2638 0.5374
H -3.3790 -1.7422 -0.8090
H -2.9419 -0.3671 -1.7834
H -4.8889 -0.3489 0.5972
H -5.3457 -0.2277 -1.1119
H -4.4862 1.1000 -0.3153
```

The net charge is -2. The HOMO energy comes out at 0.09 eV. The gap between HOMO and LUMO comes out at 4.693 eV. For the maximum force, the calculation gives 1.7 eV/A. The LUMO energy is 4.8 eV. The value obtained for the total energy is -8625.40111 Eh. The value obtained for the relative energy (zero: lowest compared OMol25 entry of this formula, charge and spin) is 0.960 eV.


ORCA calculation (ωB97M-V/def2-TZVPD) on an isolated molecule of C9H17NO2S in a non-equilibrium geometry.

Geometry as XYZ:
```
30
C9H17NO2S (ωB97M-V/def2-TZVPD)
C 0.6500 -1.7539 -0.6853
C -0.7374 -0.6021 1.2252
C -1.3317 0.4254 -1.1101
C 0.5021 -0.4699 0.1683
C 0.7812 -3.0480 -0.0036
C -0.8233 0.7255 1.9808
C -2.1759 1.7167 -1.0820
C 1.8664 -0.2735 0.7633
C 0.8899 1.1634 -1.6033
N -0.0564 0.6883 -0.5671
O 0.7350 -1.6725 -1.9017
O -2.0933 -2.0442 -0.5085
S -2.1716 -0.6664 0.0743
H -0.7093 -1.3903 1.9941
H -1.4463 -0.0504 -2.0380
H -0.2311 -3.3818 0.3153
H 1.4035 -2.9915 0.9010
H 1.2827 -3.8514 -0.7533
H -0.1729 1.4477 1.3090
H -0.6233 0.5904 3.0388
H -1.9003 1.1286 1.8984
H -1.7431 2.3462 -0.3920
H -3.2028 1.7448 -0.8041
H -2.2339 2.2586 -2.1033
H 1.9951 0.6668 1.4505
H 2.4679 -0.0595 -0.0583
H 2.1328 -1.1272 1.2659
H 0.3374 1.9781 -2.1339
H 1.9042 1.3911 -1.1196
H 1.1699 0.4027 -2.3874
```

The net charge is 0. The HOMO energy comes out at -8.77 eV. The gap between HOMO and LUMO comes out at 9.508 eV. For the maximum force, the calculation gives 4.4 eV/A. The LUMO energy is 0.7 eV. The value obtained for the total energy is -956.44190 Eh. The value obtained for the relative energy (zero: lowest compared OMol25 entry of this formula, charge and spin) is 2.383 eV.


ORCA calculation (ωB97M-V/def2-TZVPD) on an isolated molecule of C9H17NSi in a non-equilibrium geometry.

Geometry as XYZ:
```
28
C9H17NSi (ωB97M-V/def2-TZVPD)
C -1.2541 -1.9431 -0.7360
C -1.6246 -0.6342 -0.1156
C -2.9648 -0.1148 -0.5975
C -1.2962 -0.4109 1.3443
C -0.5409 0.3895 0.2941
C -1.0639 1.8152 0.2576
N -1.4779 2.8742 0.1978
Si 1.4069 0.4681 0.1254
C 2.0258 2.1941 0.5954
C 1.6781 0.0278 -1.7031
C 2.1997 -0.8597 1.2338
H -2.1090 -2.5875 -0.5616
H -0.4330 -2.4299 -0.3147
H -1.1314 -1.8305 -1.8032
H -3.0114 -0.0079 -1.6548
H -3.1697 0.8926 -0.1015
H -3.8018 -0.6282 -0.0016
H -0.5895 -1.1782 1.7514
H -2.0180 0.0614 2.1342
H 3.1422 2.0089 0.7127
H 1.8538 2.6262 -0.4276
H 1.6969 2.8846 1.4646
H 2.6501 -0.2916 -2.1666
H 1.0465 -0.7811 -1.9787
H 1.4808 0.9541 -2.2714
H 1.8029 -1.0100 2.1580
H 2.2220 -1.8715 0.7841
H 3.2803 -0.6177 1.3805
```

The net charge is 0. The structure (SMILES) is CC1(C)C[C@@]1(C#N)[Si](C)(C)C. The HOMO energy comes out at -9.97 eV. The gap between HOMO and LUMO comes out at 10.690 eV. For the maximum force, the calculation gives 4.1 eV/A. The LUMO energy is 0.7 eV. The value obtained for the total energy is -697.32702 Eh. The value obtained for the relative energy (zero: lowest compared OMol25 entry of this formula, charge and spin) is 0.000 eV.


ORCA calculation (ωB97M-V/def2-TZVPD) on a structure of composition C9H18AlAuCl2N3O4P in a non-equilibrium geometry.

Geometry as XYZ:
```
39
C9H18AlAuCl2N3O4P (ωB97M-V/def2-TZVPD)
Au 4.5926 4.6094 -0.6363
Al 1.4087 1.9232 -0.1359
Cl 3.5594 2.5528 -0.3800
Cl 0.8633 3.9121 0.4063
C 1.7456 1.2551 1.8601
C 6.1427 5.4812 -1.5020
C 5.0366 6.4522 -0.1053
O 1.4075 0.6541 2.7842
O 7.0678 5.6510 -2.1756
O 4.9117 7.4525 0.4532
C 0.6429 -2.7321 -1.2943
N 0.0931 -2.2564 -0.0046
C 1.0104 -2.4463 1.1344
P -0.6600 -0.7390 -0.0889
O 0.1832 0.5463 -0.5225
N -1.7380 -0.9724 -1.3262
C -2.3481 0.1899 -2.0146
C -2.7302 -2.0720 -1.3393
N -1.4810 -0.8279 1.3587
C -2.2835 0.3444 1.7569
C -2.2201 -2.0720 1.7641
H 0.9720 -3.7795 -1.2175
H 1.4991 -2.1156 -1.6219
H -0.1741 -2.6813 -2.0286
H 1.9361 -1.8611 1.0441
H 0.4723 -2.1485 2.0387
H 1.2693 -3.5088 1.2037
H -1.5703 0.8033 -2.4915
H -2.9929 -0.2466 -2.7993
H -3.0023 0.7632 -1.3142
H -2.2316 -3.0271 -1.1469
H -3.5821 -1.8827 -0.6578
H -3.0776 -2.0001 -2.3800
H -1.7114 1.2884 1.8401
H -3.1339 0.5152 1.0803
H -2.6514 0.0892 2.7420
H -3.2452 -2.1082 1.3709
H -1.6912 -3.0048 1.4963
H -2.2894 -2.0010 2.8492
```

The net charge is +4. The HOMO energy (spin up / spin down) comes out at -21.62 / -21.51 eV. The gap between HOMO and LUMO (spin up / spin down) comes out at 6.285 / 5.304 eV. As for the spin multiplicity: 3. For the maximum force, the calculation gives 10.0 eV/A. The LUMO energy (spin up / spin down) is -15.3 / -16.2 eV. The expectation value of S² is 2.02. The value obtained for the total energy is -2457.17017 Eh. The value obtained for the relative energy (zero: lowest compared OMol25 entry of this formula, charge and spin) is 1.538 eV.


ORCA calculation (ωB97M-V/def2-TZVPD) on a cluster of 4 separate species, C9H18BBr2Cl6O in total.

Geometry as XYZ:
```
37
C9H18BBr2Cl6O (ωB97M-V/def2-TZVPD)
C 1.3067 1.2539 0.3714
C -0.0971 1.5492 0.8368
Br -0.1232 2.5042 2.4971
C -1.2443 1.2366 0.2499
Br -1.0078 0.3083 -1.4131
B -2.8107 1.4532 0.6584
O -3.5057 0.1141 0.6869
H 2.0312 1.5629 1.1215
H 1.4197 0.1728 0.2437
H 1.5198 1.7445 -0.5790
H -3.3514 2.1832 -0.1679
H -2.8687 1.9859 1.7621
H -3.3249 -0.2727 1.5483
Cl 3.6921 7.5894 3.0238
C 2.2168 6.6054 3.2603
C 2.4942 5.1271 3.2131
Cl 2.9422 4.5715 1.5892
H 1.5028 6.8942 2.4944
H 1.8172 6.8704 4.2372
H 1.5904 4.5819 3.4838
H 3.2931 4.8506 3.8965
Cl -0.7006 -1.4417 -4.3382
C -2.2222 -2.2220 -3.8367
C -2.1035 -3.7201 -3.7830
Cl -1.9052 -4.4554 -5.4077
H -2.9971 -1.9075 -4.5307
H -2.4599 -1.8375 -2.8441
H -3.0120 -4.1425 -3.3578
H -1.2551 -4.0155 -3.1722
Cl 1.6968 -4.2901 1.7220
C 1.1287 -5.3415 0.4004
C 1.2159 -4.6669 -0.9441
Cl 0.0582 -3.3260 -1.1062
H 0.1068 -5.6339 0.6266
H 1.7615 -6.2276 0.4045
H 0.9843 -5.3907 -1.7253
H 2.2109 -4.2674 -1.1219
```

The net charge is -1. The HOMO energy comes out at -4.84 eV. The gap between HOMO and LUMO comes out at 7.171 eV. For the maximum force, the calculation gives 0.6 eV/A. The LUMO energy is 2.3 eV. The value obtained for the total energy is -8363.07507 Eh.


ORCA calculation (ωB97M-V/def2-TZVPD) on a structure of composition C9H18Br2ClLi2NO5S2 in a non-equilibrium geometry.

Geometry as XYZ:
```
40
C9H18Br2ClLi2NO5S2 (ωB97M-V/def2-TZVPD)
O 1.3054 3.0483 2.5985
S 1.7189 2.3474 1.2801
O 2.4344 1.0165 1.6991
C 0.2375 1.9343 0.1514
C -1.1442 2.3100 0.9499
C -1.8225 3.8185 0.7009
C -3.1552 3.5265 1.6686
N -3.4898 2.1688 1.5895
C -2.5336 1.4682 0.6013
S -2.5053 -0.4042 0.6494
H 2.5953 3.2506 0.6075
H 0.3813 2.5038 -0.8684
H 0.3100 0.7573 -0.0140
H -1.1290 2.2052 2.1384
H -1.1795 4.7589 0.9876
H -2.1932 4.0017 -0.4190
H -3.6747 4.3657 2.2979
H -4.2578 1.6514 2.0970
H -2.9539 1.8719 -0.4236
H -3.4873 -0.7420 1.6348
Br -1.7578 -0.6377 -1.6343
Li 1.2422 0.1480 3.0657
C 0.2530 -3.6863 -3.1474
C 0.7777 -2.9378 -1.9334
O 1.8938 -3.6164 -1.3447
C 3.0607 -3.5337 -2.0279
O 3.2423 -2.9353 -3.0797
O 3.9982 -4.2511 -1.3554
C 5.2521 -4.3318 -2.0311
H 0.0101 -4.7209 -2.8857
H -0.6404 -3.1999 -3.5475
H 1.0020 -3.7319 -3.9450
H -0.0070 -2.9018 -1.1710
H 1.0393 -1.9020 -2.1760
H 5.6418 -3.3367 -2.2660
H 5.1452 -4.9310 -2.9406
H 5.9636 -4.8321 -1.3683
Br -5.3578 4.2732 3.2547
Li -6.7578 5.5416 4.7995
Cl 0.5422 -0.3353 5.8072
```

The net charge is 0. The HOMO energy comes out at -6.38 eV. The gap between HOMO and LUMO comes out at 4.267 eV. For the maximum force, the calculation gives 5.9 eV/A. The LUMO energy is -2.1 eV. The value obtained for the total energy is -7204.16736 Eh. The value obtained for the relative energy (zero: lowest compared OMol25 entry of this formula, charge and spin) is 4.625 eV.